1.
Density functional theory data (ωB97M-V/def2-TZVPD) for 2 unconnected molecules or ions with the total composition C6H13BS2.

The geometry in XYZ format:
```
22
C6H13BS2 | the OMol25 dataset | ωB97M-V/def2-TZVPD
B 1.933 -0.004 0.557
C 1.126 2.546 1.473
C 2.617 2.408 1.800
C -1.578 -0.273 -1.855
C 0.018 -2.530 -0.655
C -1.888 -0.908 -0.512
C -1.461 -2.451 -0.499
S 0.500 0.810 1.042
S 3.368 0.834 1.043
H 0.487 2.870 2.269
H 1.068 3.149 0.600
H 3.127 3.293 1.255
H 2.750 2.561 2.810
H -1.753 0.777 -1.700
H -2.206 -0.795 -2.621
H -0.561 -0.276 -2.188
H 0.434 -2.190 -1.595
H 0.492 -3.212 -0.032
H -1.411 -0.240 0.217
H -2.952 -0.847 -0.421
H -2.098 -2.737 -1.394
H -2.012 -2.785 0.405
```

Computed properties:
electronic energy: -28775.785 eV
frontier orbital gap (alpha / beta): 8.9 / 7.0 eV
LUMO energy (alpha / beta): 0.41 / -0.93 eV
HOMO (alpha / beta): -8.49 / -7.95 eV
spin multiplicity: 1

---

2.
Density functional theory data (ωB97M-V/def2-TZVPD) for a molecular structure, C6H13BiO5.

The geometry in XYZ format:
```
25
C6H13BiO5 | the OMol25 dataset | ωB97M-V/def2-TZVPD
O -0.909 1.951 -1.185
C -1.114 2.092 0.137
C -2.512 1.823 0.606
O -3.412 2.428 -0.347
C -4.733 1.899 -0.462
C -5.241 2.301 -1.848
O -4.309 2.006 -2.839
Bi -2.512 2.194 -2.231
H -0.592 2.928 0.624
H -2.693 2.227 1.613
H -2.743 0.739 0.622
H -5.373 2.290 0.343
H -4.683 0.800 -0.379
H -5.480 3.384 -1.827
H -6.200 1.772 -2.010
H 0.382 1.235 1.489
O 2.131 -0.144 1.694
C 0.203 -0.546 3.749
O 0.957 0.631 3.549
C 1.343 0.872 2.237
H -0.285 -0.461 4.726
H -0.567 -0.659 2.966
H 0.844 -1.442 3.752
H 1.970 1.771 2.269
H 1.590 -0.899 1.446
```

Computed properties:
electronic energy: -22496.516 eV
frontier orbital gap (alpha / beta): 5.7 / 6.6 eV
LUMO energy (alpha / beta): -5.98 / -5.97 eV
HOMO (alpha / beta): -11.67 / -12.55 eV
spin multiplicity: 2
total charge: +1

---

3.
Density functional theory data (ωB97M-V/def2-TZVPD) for a single C6H13BrFO3P molecule.

The geometry in XYZ format:
```
25
C6H13BrFO3P | the OMol25 dataset | ωB97M-V/def2-TZVPD
C 0.358 -3.223 0.584
C -0.441 -1.917 0.673
O 0.110 -1.050 -0.258
P 0.459 0.471 0.351
O 0.357 0.510 1.765
O -0.456 1.464 -0.446
C -1.596 2.100 0.163
C -2.682 1.054 0.551
C 2.084 0.937 -0.500
C 1.963 1.273 -1.931
F 2.753 1.892 0.180
Br 3.534 -0.714 -0.023
H 1.382 -3.082 0.557
H 0.348 -3.890 1.544
H 0.142 -3.964 -0.284
H -0.531 -1.481 1.698
H -1.440 -2.020 0.171
H -1.331 2.523 1.026
H -2.024 2.767 -0.627
H -2.963 0.453 -0.280
H -2.320 0.266 1.293
H -3.564 1.526 0.844
H 1.573 0.415 -2.652
H 1.306 2.079 -2.141
H 2.978 1.612 -2.261
```

Computed properties:
electronic energy: -94624.218 eV
frontier orbital gap: 9.9 eV
structure (SMILES): CCOP(=O)(OCC)[C@@](C)(F)Br
LUMO energy: -0.20 eV
HOMO: -10.10 eV
spin multiplicity: 1

---

4.
Density functional theory data (ωB97M-V/def2-TZVPD) for a single C6H13ClN2O2S molecule.

The geometry in XYZ format:
```
25
C6H13ClN2O2S | the OMol25 dataset | ωB97M-V/def2-TZVPD
C -0.882 -0.769 -0.175
C -1.634 -2.038 -0.091
C 1.138 0.825 1.397
C 2.749 -0.522 0.054
C 1.377 1.099 -1.176
C 1.341 0.083 -0.026
N -3.304 0.279 -1.478
N -1.341 0.405 -0.056
O 0.451 2.029 1.236
O 0.417 -0.959 -0.208
S -2.829 0.971 -0.237
Cl -4.043 -0.045 1.496
H -1.819 -2.347 -1.250
H -2.615 -1.967 0.503
H -0.888 -2.766 0.419
H 0.668 0.023 2.123
H 2.072 1.162 1.853
H -0.150 2.013 1.906
H 3.100 -0.983 -0.883
H 2.772 -1.272 0.816
H 3.406 0.387 0.087
H 0.397 1.574 -1.278
H 2.040 1.963 -0.981
H 1.619 0.457 -1.974
H -4.043 0.400 -2.077
```

Computed properties:
electronic energy: -36862.603 eV
frontier orbital gap: 9.0 eV
LUMO energy: -0.21 eV
HOMO: -9.25 eV
spin multiplicity: 1

---

5.
Density functional theory data (ωB97M-V/def2-TZVPD) for a single C6H13ClN3O2P molecule.

The geometry in XYZ format:
```
26
C6H13ClN3O2P | the OMol25 dataset | ωB97M-V/def2-TZVPD
N -3.426 0.203 1.456
P -2.974 -0.229 -0.060
N -2.752 -1.864 -0.161
O -3.740 0.349 -1.154
N -1.135 0.336 0.101
O -0.811 -0.502 1.076
C -0.278 0.475 -1.080
C 0.893 -0.454 -1.320
C 1.931 -0.413 -0.197
C 2.223 1.023 0.226
C 0.973 1.612 0.879
C -0.155 1.579 -0.093
Cl -1.011 3.056 -0.426
H -4.416 0.300 1.603
H -2.896 -0.212 2.206
H -2.001 -2.187 0.440
H -2.725 -2.229 -1.102
H -0.868 0.691 -1.969
H 1.356 -0.150 -2.263
H 0.520 -1.475 -1.441
H 2.843 -0.903 -0.541
H 1.543 -0.956 0.665
H 3.048 1.047 0.938
H 2.504 1.622 -0.643
H 0.682 0.983 1.733
H 1.137 2.634 1.220
```

Computed properties:
electronic energy: -36809.091 eV
frontier orbital gap: 9.4 eV
structure (SMILES): NP(N)(=O)[N@@+]1([O-])[C@@H]2CCCC[C@@]21Cl
LUMO energy: 0.77 eV
HOMO: -8.61 eV
spin multiplicity: 1

---

6.
Density functional theory data (ωB97M-V/def2-TZVPD) for 2 unconnected molecules or ions with the total composition C6H13ClN4.

The geometry in XYZ format:
```
24
C6H13ClN4 | the OMol25 dataset | ωB97M-V/def2-TZVPD
C 1.491 0.076 -1.723
C 2.364 0.174 0.474
C 0.080 -0.799 0.012
C -1.938 1.373 0.425
C -2.921 -0.935 -0.218
C -2.263 -0.095 0.700
N 2.557 0.308 -0.943
N 1.209 -0.332 0.924
N 0.459 -0.575 -1.360
N 3.297 0.558 1.285
Cl -0.163 -2.599 0.241
H 1.668 0.160 -2.780
H -1.843 1.622 -0.729
H -0.992 1.468 0.900
H -2.581 2.007 1.081
H -3.767 -0.363 -0.637
H -3.201 -1.953 0.145
H -2.447 -0.878 -1.202
H -2.382 -0.373 1.751
H 3.334 0.853 -1.327
H 1.068 -0.503 1.914
H -0.147 -0.918 -2.065
H 3.902 1.279 0.881
H 3.215 0.445 2.251
```

Computed properties:
electronic energy: -24895.978 eV
frontier orbital gap: 7.4 eV
LUMO energy: -8.35 eV
HOMO: -15.74 eV
spin multiplicity: 1
total charge: +2

---

7.
Density functional theory data (ωB97M-V/def2-TZVPD) for a single C6H13ClNOP molecule.

The geometry in XYZ format:
```
23
C6H13ClNOP | the OMol25 dataset | ωB97M-V/def2-TZVPD
C 0.604 -1.315 -0.741
C 1.728 -1.094 -1.777
C 0.163 0.105 1.839
C -1.103 1.745 0.436
C -2.038 -0.546 0.824
C -0.738 0.264 0.605
N -0.192 -0.162 -0.643
O 2.641 -0.137 -1.302
P 2.218 1.393 -1.026
Cl 1.546 1.994 -2.815
H 0.002 -2.137 -1.162
H 1.060 -1.661 0.200
H 2.295 -2.013 -1.937
H 1.283 -0.761 -2.722
H 0.327 -0.942 2.094
H 1.123 0.586 1.655
H -0.308 0.584 2.694
H -1.784 2.075 1.216
H -1.576 1.890 -0.531
H -0.198 2.351 0.472
H -1.810 -1.604 0.933
H -2.547 -0.197 1.719
H -2.695 -0.417 -0.032
```

Computed properties:
electronic energy: -31780.511 eV
frontier orbital gap (alpha / beta): 8.5 / 7.3 eV
LUMO energy (alpha / beta): -0.36 / -0.32 eV
HOMO (alpha / beta): -8.90 / -7.59 eV
spin multiplicity: 1

---

8.
Density functional theory data (ωB97M-V/def2-TZVPD) for a molecular structure, C6H13CrO8.

The geometry in XYZ format:
```
28
C6H13CrO8 | the OMol25 dataset | ωB97M-V/def2-TZVPD
Cr 0.409 -0.277 -0.025
C -1.886 -2.368 -2.660
C -1.082 -1.347 -1.866
O -1.539 -0.533 -1.038
O 0.199 -1.441 -1.912
H -1.903 -2.013 -3.692
H -2.890 -2.373 -2.238
H -1.481 -3.376 -2.638
C -0.696 0.150 4.086
C -0.614 0.410 2.608
O 0.559 0.259 2.077
O -1.633 0.431 1.913
H -0.894 1.099 4.595
H 0.195 -0.291 4.536
H -1.493 -0.555 4.324
C 0.888 3.607 -2.087
C 0.288 2.612 -1.112
O -0.878 2.709 -0.700
O 1.077 1.679 -0.708
H 1.279 3.075 -2.948
H 1.551 4.257 -1.505
H 0.188 4.405 -2.355
O 2.659 -0.675 0.109
H 3.354 -0.251 -0.407
H 3.109 -1.323 0.660
O 0.475 -2.243 0.945
H 0.396 -2.921 0.257
H 0.362 -2.708 1.780
```

Computed properties:
electronic energy: -51238.376 eV
frontier orbital gap (alpha / beta): 5.6 / 6.9 eV
LUMO energy (alpha / beta): 2.41 / 2.38 eV
HOMO (alpha / beta): -3.24 / -4.55 eV
spin multiplicity: 5
total charge: -1

---

9.
Density functional theory data (ωB97M-V/def2-TZVPD) for a molecular structure, C6H13EuO3.

The geometry in XYZ format:
```
23
C6H13EuO3 | the OMol25 dataset | ωB97M-V/def2-TZVPD
C 2.930 1.269 0.377
O 1.761 0.552 0.019
C 1.549 -0.719 0.647
C 0.343 -1.328 -0.031
O -0.356 -2.237 0.778
C -1.680 -2.273 0.271
C -2.182 -0.846 0.430
O -1.008 -0.043 0.280
H 2.880 2.231 -0.144
H 2.922 1.434 1.464
H 3.812 0.708 0.038
H 1.360 -0.549 1.718
H 2.438 -1.316 0.399
H 0.731 -2.005 -0.817
H -2.264 -2.947 0.907
H -1.716 -2.546 -0.796
H -2.386 -0.575 1.474
H -3.081 -0.641 -0.159
Eu 0.021 1.160 -1.218
C -1.611 2.108 0.673
H -1.241 1.985 1.701
H -1.400 3.178 0.510
H -2.693 2.069 0.473
```

Computed properties:
electronic energy: -31891.792 eV
frontier orbital gap (alpha / beta): 7.0 / 6.2 eV
LUMO energy (alpha / beta): -3.94 / -3.91 eV
HOMO (alpha / beta): -10.96 / -10.13 eV
spin multiplicity: 8
total charge: +1

---

10.
Density functional theory data (ωB97M-V/def2-TZVPD) for a molecular structure, C6H13HgO4.

The geometry in XYZ format:
```
24
C6H13HgO4 | the OMol25 dataset | ωB97M-V/def2-TZVPD
O -4.821 -0.069 -0.309
C -3.683 -0.477 -0.376
C -2.696 -0.452 0.756
C -1.305 0.027 0.332
C -1.298 1.501 -0.042
O -0.018 1.954 -0.461
Hg 1.604 2.967 0.535
H -3.308 -0.930 -1.323
H -2.618 -1.495 1.105
H -3.104 0.147 1.582
H -0.952 -0.566 -0.527
H -0.595 -0.148 1.151
H -1.576 2.123 0.821
H -2.030 1.711 -0.839
O 2.688 1.212 -0.306
C 2.805 0.018 0.315
C 2.928 -1.182 -0.611
O 3.054 -2.315 0.218
H 0.323 1.404 -1.212
H 1.996 -0.119 1.065
H 3.723 0.099 0.952
H 3.805 -1.054 -1.266
H 2.026 -1.243 -1.242
H 3.051 -3.112 -0.318
```

Computed properties:
electronic energy: -18786.204 eV
frontier orbital gap (alpha / beta): 9.4 / 5.5 eV
LUMO energy (alpha / beta): -3.38 / -7.22 eV
HOMO (alpha / beta): -12.75 / -12.75 eV
spin multiplicity: 3
total charge: +1

---

11.
Density functional theory data (ωB97M-V/def2-TZVPD) for a molecular structure, C6H13KO4.

The geometry in XYZ format:
```
24
C6H13KO4 | the OMol25 dataset | ωB97M-V/def2-TZVPD
O -0.529 -1.976 0.432
C 0.248 -0.879 0.401
O -0.143 0.141 1.015
O 1.510 -1.225 0.721
C 2.468 -1.382 -0.330
C -1.939 -1.793 0.587
H -2.259 -1.857 1.635
H -2.332 -0.818 0.262
C -2.597 -2.849 -0.266
H -2.363 -2.638 -1.318
H -2.200 -3.838 0.002
H -3.684 -2.809 -0.115
C 3.772 -1.836 0.282
H 2.635 -0.413 -0.823
H 2.109 -2.133 -1.046
H 4.251 -0.989 0.793
H 4.437 -2.187 -0.518
H 3.610 -2.658 0.992
K -0.107 2.658 -0.007
O 0.132 0.518 -1.533
C -0.335 0.019 -2.741
H 0.419 -0.658 -3.187
H -1.283 -0.523 -2.553
H -0.555 0.734 -3.558
```

Computed properties:
electronic energy: -30946.072 eV
frontier orbital gap: 6.5 eV
LUMO energy: -0.58 eV
HOMO: -7.08 eV
spin multiplicity: 1

---

12.
Density functional theory data (ωB97M-V/def2-TZVPD) for a molecular structure, C6H13MgO5Zn.

The geometry in XYZ format:
```
26
C6H13MgO5Zn | the OMol25 dataset | ωB97M-V/def2-TZVPD
O 1.077 0.351 -0.270
C 2.286 -0.174 0.277
C 2.108 -1.629 0.667
O 1.473 -2.304 -0.425
C 1.416 -3.724 -0.267
Mg 0.044 -1.174 -1.320
H 2.606 0.412 1.149
H 3.043 -0.077 -0.510
H 1.479 -1.742 1.564
H 3.087 -2.087 0.861
H 0.668 -4.104 -0.970
H 2.398 -4.155 -0.500
H 1.128 -3.973 0.764
O -1.033 -0.322 0.230
C -0.115 0.564 0.648
O -0.463 1.895 0.493
C -1.789 2.232 0.763
O -2.625 1.964 -0.357
C -2.619 2.994 -1.362
Zn -2.509 -0.008 -0.856
H 0.229 0.373 1.678
H -1.816 3.306 0.973
H -2.184 1.663 1.614
H -3.207 2.626 -2.209
H -3.092 3.895 -0.954
H -1.590 3.199 -1.682
```

Computed properties:
electronic energy: -70516.308 eV
frontier orbital gap (alpha / beta): 7.2 / 8.9 eV
LUMO energy (alpha / beta): -8.60 / -9.59 eV
HOMO (alpha / beta): -15.79 / -18.46 eV
spin multiplicity: 2
total charge: +2

---

Respective molar mass values: 160.12; 374.14; 263.04; 212.70; 225.62; 176.65; 181.60; 265.16; 285.13; 349.76; 188.26; 254.86 g mol⁻¹.
Respective max |F| values: 0.0705; 0.1471; 0.0986; 0.0794; 0.0388; 0.0590; 0.0266; 0.0615; 0.0557; 0.0492; 0.1243; 0.0389 hartree/bohr.